Entry 1:
{"formula": "C3H3ClS", "method": "wB97M-V/def2-TZVPD", "symbols": ["S", "C", "Cl", "H", "C", "C", "H", "H"], "positions_angstrom": [[2.21346, -1.28451, 0.09834], [2.54991, 0.15027, -0.65470], [2.71461, 1.59102, 0.19093], [2.85639, 0.15978, -1.76066], [-2.65915, -0.31308, 1.11426], [-2.33542, 0.17615, 0.04081], [-3.18490, -0.72636, 2.04423], [-2.15490, 0.24672, -1.07322]], "forces_ev_per_a": [[0.21, 1.78, -1.13], [0.48, -3.00, -0.61], [-0.02, 0.86, 0.03], [-0.69, 0.36, 1.71], [-0.92, 0.22, -0.13], [-0.46, -1.55, -0.18], [1.47, 1.02, -1.89], [-0.08, 0.31, 2.19]], "homo_lumo_gap_ev": [8.541, 8.540], "e_homo_ev": [-9.28, -9.28], "smiles": "S=CCl.C#C", "lumo_ev": [-0.7, -0.7], "fmax_ha_per_bohr": 0.0602}


Entry 2:
{"formula": "C3H3ClS2", "method": "wB97M-V/def2-TZVPD", "symbols": ["S", "C", "C", "Cl", "C", "S", "H", "H", "H"], "positions_angstrom": [[2.58581, -0.57951, -0.48395], [1.33063, 0.09217, 0.27482], [-0.07539, 0.26214, -0.41597], [-0.65923, 1.95586, -0.34379], [-1.14204, -0.51420, 0.24819], [-2.63900, -0.93201, -0.42371], [1.42020, 0.42982, 1.27613], [0.10444, -0.07236, -1.43282], [-0.92541, -0.64191, 1.30109]], "forces_ev_per_a": [[-0.62, 0.29, 0.31], [-0.84, -0.27, -1.71], [1.77, -0.38, -0.07], [0.47, 0.06, -0.09], [-3.06, -0.66, -0.66], [3.12, 0.58, 1.25], [-0.07, 0.38, 0.98], [-0.41, 0.40, -0.31], [-0.37, -0.41, 0.31]], "homo_lumo_gap_ev": 7.841, "e_homo_ev": -9.27, "smiles": "S=CC(Cl)C=S", "lumo_ev": -1.4, "fmax_ha_per_bohr": 0.0663}


Entry 3:
{"formula": "C3H3ClS2", "method": "wB97M-V/def2-TZVPD", "symbols": ["C", "C", "C", "S", "S", "Cl", "H", "H", "H"], "positions_angstrom": [[-1.04091, 0.41051, -0.57437], [-1.33443, -0.68943, 0.01680], [1.35691, 0.62237, 0.10324], [-0.21519, -1.66167, 1.02612], [1.11178, -0.20319, 1.59698], [2.19881, -0.12760, -1.20089], [-1.36575, 1.21864, -1.17750], [-2.26309, -1.24525, 0.00466], [1.55187, 1.67562, 0.20495]], "forces_ev_per_a": [[2.87, 0.39, 0.89], [0.13, -0.41, 0.39], [-2.65, -0.50, -0.58], [0.22, -0.03, -0.01], [-0.13, 0.10, -0.03], [0.13, -0.07, -0.15], [-0.35, 0.22, -0.32], [-0.30, 0.12, -0.22], [0.09, 0.19, 0.03]], "homo_lumo_gap_ev": [7.935, 7.906], "e_homo_ev": [-8.47, -8.40], "lumo_ev": [-0.5, -0.5], "fmax_ha_per_bohr": 0.0589}


Entry 4:
{"formula": "C3H3ClS2", "method": "wB97M-V/def2-TZVPD", "symbols": ["S", "C", "S", "C", "C", "Cl", "H", "H", "H"], "positions_angstrom": [[-2.35128, 1.25026, -0.83330], [-0.82176, 1.32295, -1.36357], [0.64574, 0.51307, -0.89559], [0.06237, -0.34045, 0.55542], [0.90628, -1.16591, 1.15406], [2.58043, -1.43104, 0.83311], [-0.58703, 1.92083, -2.23169], [-1.00381, -0.36670, 0.74112], [0.56906, -1.70302, 2.04043]], "forces_ev_per_a": [[0.40, -0.02, 0.10], [0.05, -0.25, -0.24], [-1.17, 0.16, 0.78], [1.21, -0.48, -1.49], [-0.49, -0.25, 1.43], [-0.25, 0.28, -0.23], [0.02, 0.28, -0.24], [0.10, 0.35, 0.20], [0.12, -0.06, -0.32]], "homo_lumo_gap_ev": 8.566, "e_homo_ev": -9.03, "smiles": "S=CS/C=C\\Cl", "lumo_ev": -0.5, "fmax_ha_per_bohr": 0.0384}


Entry 5:
{"formula": "C3H3F2I3", "method": "wB97M-V/def2-TZVPD", "symbols": ["C", "C", "C", "F", "F", "I", "I", "I", "H", "H", "H"], "positions_angstrom": [[-0.93662, -1.96247, 0.43336], [-0.23569, 0.98575, 0.24690], [1.19200, 1.22936, -0.14223], [2.03219, 1.14057, 0.92176], [1.37425, 2.45637, -0.66792], [-2.19590, -1.98811, -1.14863], [-1.72458, 1.65920, -1.00721], [1.95042, -0.26678, -1.68246], [-1.20567, -2.42129, 1.30748], [0.20989, -2.11021, 0.39746], [-0.46030, 1.27761, 1.34149]], "forces_ev_per_a": [[3.48, 0.52, -1.32], [-0.32, 0.94, 1.82], [0.28, -0.63, -0.35], [-0.60, -0.14, -0.38], [0.08, -0.15, -0.09], [0.24, -0.32, 0.07], [0.44, -0.07, 0.15], [-0.50, 0.79, 0.78], [-1.63, -0.73, 2.12], [-1.97, 0.63, -0.98], [0.50, -0.84, -1.82]], "homo_lumo_gap_ev": [7.064, 8.331], "e_homo_ev": [-8.56, -8.99], "lumo_ev": [-1.5, -0.7], "fmax_ha_per_bohr": 0.0731}


Entry 6:
{"formula": "C3H3F2NO", "method": "wB97M-V/def2-TZVPD", "symbols": ["F", "C", "N", "C", "F", "C", "O", "H", "H", "H"], "positions_angstrom": [[0.20217, 2.58816, 2.47668], [-0.01176, 1.63631, 1.63803], [-1.04013, 0.87954, 1.66912], [-1.02913, 0.09183, 0.50522], [-1.94475, 0.65374, -0.36486], [0.47889, 0.33881, -0.08836], [0.88304, 1.47978, 0.71797], [-1.42729, -0.90350, 0.75866], [1.15341, -0.39729, 0.33978], [0.55973, 0.72324, -1.12971]], "forces_ev_per_a": [[0.40, 0.47, 0.41], [-2.14, -1.41, 0.03], [0.43, 1.10, 1.30], [0.87, 0.35, -0.59], [-0.15, -0.09, -0.64], [-1.40, 0.44, 1.33], [1.20, 0.93, -0.76], [0.83, 0.02, -0.59], [0.05, -0.68, -1.15], [-0.09, -1.13, 0.67]], "homo_lumo_gap_ev": 11.426, "e_homo_ev": -10.61, "smiles": "FC1=N[C@@H](F)CO1", "lumo_ev": 0.8, "fmax_ha_per_bohr": 0.0499}


Entry 7:
{"formula": "C3H3F2NO", "method": "wB97M-V/def2-TZVPD", "symbols": ["C", "C", "C", "N", "O", "F", "F", "H", "H", "H"], "positions_angstrom": [[-1.87963, -0.82198, -0.01439], [0.54465, -0.51070, 0.52443], [-0.63796, -0.16111, -0.31238], [-2.87001, -1.35224, 0.20652], [-0.24825, 0.36648, -1.39549], [1.04996, -1.73530, 0.10773], [-1.39601, 1.36106, 0.68199], [0.32055, -0.65048, 1.64653], [1.34082, 0.08955, 0.36118], [-0.89646, 0.78798, -2.03510]], "forces_ev_per_a": [[-0.14, 0.06, -0.83], [-1.38, -2.94, 3.17], [-1.20, 2.42, 3.22], [-0.18, -0.27, 0.06], [-0.50, 1.18, -2.93], [-0.43, -0.72, -0.44], [1.46, -2.19, -1.37], [-0.04, 0.66, -1.87], [1.96, 2.78, -0.34], [0.45, -0.98, 1.32]], "homo_lumo_gap_ev": [10.500, 10.500], "e_homo_ev": [-11.69, -11.69], "lumo_ev": [-1.2, -1.2], "fmax_ha_per_bohr": 0.0882}


Entry 8:
{"formula": "C3H3F2NO2", "method": "wB97M-V/def2-TZVPD", "symbols": ["C", "C", "C", "N", "O", "O", "F", "F", "H", "H", "H"], "positions_angstrom": [[1.15958, 1.38082, 1.74346], [-1.48751, -3.00104, 0.11535], [-0.00659, 1.47965, -1.29638], [1.79397, 2.34604, 1.83737], [-0.32482, -3.09865, 0.00476], [1.12180, 1.16101, -1.50584], [-2.17824, -2.50579, 1.26440], [-0.12360, 2.74285, -1.01074], [-2.14091, -2.99382, -0.80863], [0.34714, 0.67294, 1.44367], [1.83918, 1.81600, -1.78742]], "forces_ev_per_a": [[-0.87, 0.82, -0.78], [-1.07, 2.05, -0.87], [-6.37, -0.13, 1.62], [-0.51, -1.52, 0.13], [-0.12, -0.37, 1.21], [7.19, -1.62, -2.48], [1.35, -1.23, -1.81], [0.14, 1.93, -0.16], [-0.15, -0.41, 1.47], [1.38, 0.65, 0.71], [-0.98, -0.17, 0.96]], "homo_lumo_gap_ev": 10.472, "e_homo_ev": -9.92, "lumo_ev": 0.6, "fmax_ha_per_bohr": 0.1512}


Entry 9:
{"formula": "C3H3F3", "method": "wB97M-V/def2-TZVPD", "symbols": ["C", "C", "C", "F", "F", "F", "H", "H", "H"], "positions_angstrom": [[-0.22460, 1.89725, 0.93301], [0.10834, 0.61810, 1.07129], [0.06772, -0.38023, -0.10502], [-0.60627, -1.49507, 0.08614], [-0.64336, 0.17015, -1.15131], [1.31922, -0.65046, -0.60343], [-0.25511, 2.57179, 1.72801], [-0.60155, 2.30616, -0.00456], [0.52157, 0.08967, 1.89820]], "forces_ev_per_a": [[-0.40, -1.35, -1.09], [0.14, -0.95, -1.69], [-0.58, 2.30, -1.92], [0.57, -0.99, 1.19], [0.77, 0.36, 0.16], [-1.08, -0.11, 0.82], [0.33, 0.81, 1.34], [0.17, -0.40, 0.09], [0.07, 0.33, 1.10]], "homo_lumo_gap_ev": 12.159, "e_homo_ev": -11.16, "smiles": "C=CC(F)(F)F", "lumo_ev": 1.0, "fmax_ha_per_bohr": 0.0594}


Entry 10:
{"formula": "C3H3F3IN", "method": "wB97M-V/def2-TZVPD", "symbols": ["C", "C", "C", "N", "F", "F", "F", "I", "H", "H", "H"], "positions_angstrom": [[-1.03279, -0.91712, -4.29133], [-1.22877, -2.19436, -4.10894], [0.10932, -0.41443, -0.07785], [1.12373, -0.54711, -1.10902], [-1.58069, -0.11808, -5.18779], [-2.02150, -3.14710, -4.64965], [-0.53975, -2.81046, -3.15455], [0.53210, 0.21945, -2.80979], [-0.55809, 0.44333, 0.15625], [-0.45777, -1.33054, 0.02327], [0.77941, -0.69512, 0.76494]], "forces_ev_per_a": [[1.21, 1.14, 0.94], [-0.36, -2.13, 0.44], [1.15, -1.56, 1.71], [-1.12, 0.88, -0.85], [-0.31, -0.04, -0.23], [0.35, 1.59, -0.23], [0.23, 0.11, 0.25], [-0.79, -0.66, -1.01], [0.83, -0.08, -0.67], [-0.91, -0.29, -0.65], [-0.28, 1.04, 0.30]], "homo_lumo_gap_ev": [7.664, 7.664], "e_homo_ev": [-8.86, -8.86], "lumo_ev": [-1.2, -1.2], "fmax_ha_per_bohr": 0.0503}


Sequential M output: 106.58, 138.64, 138.64, 138.64, 457.76, 107.06, 107.06, 123.06, 96.05, 236.96 g/mol
Sequential ΔE to the lowest compared entry with this formula, charge and spin output: 227.5, 114.6, 285.9, 45.1, 356.7, 30.6, 241.6, 363.0, 2.9, 56.8 kJ/mol